No. 1
{"formula": "C28H64BrN4O4", "method": "wB97M-V/def2-TZVPD", "elements": ["Br", "O", "O", "O", "O", "N", "N", "N", "N", "C", "C", "C", "C", "C", "C", "C", "C", "C", "C", "C", "C", "C", "C", "C", "C", "C", "C", "C", "C", "C", "C", "C", "C", "C", "C", "C", "C", "H", "H", "H", "H", "H", "H", "H", "H", "H", "H", "H", "H", "H", "H", "H", "H", "H", "H", "H", "H", "H", "H", "H", "H", "H", "H", "H", "H", "H", "H", "H", "H", "H", "H", "H", "H", "H", "H", "H", "H", "H", "H", "H", "H", "H", "H", "H", "H", "H", "H", "H", "H", "H", "H", "H", "H", "H", "H", "H", "H", "H", "H", "H", "H"], "xyz": [[-0.83208, 0.43567, -0.19158], [2.43459, 1.15576, -2.07216], [-5.77272, 4.97417, 0.31107], [-3.94912, -2.13685, 1.20596], [2.88937, -6.15613, 0.45617], [-3.33469, 3.64512, 1.18666], [-3.03725, -1.59119, 3.96598], [2.44646, -4.88042, 0.54430], [2.54739, 1.64299, -3.26282], [0.77175, -3.07856, 0.98513], [-3.93955, 4.37225, 2.37384], [-4.90804, -2.18357, 2.27425], [5.02072, 1.88962, -3.43152], [3.74104, 1.27040, -4.09102], [3.82407, -0.25926, -4.20737], [3.06781, 3.02755, -5.96302], [1.68541, 3.21685, -5.23160], [0.05048, -5.41884, 1.14890], [4.10119, -4.22926, -1.07706], [-4.80968, 4.68263, -0.69373], [0.27327, 2.61737, -3.19473], [3.56542, -3.86798, 0.29726], [-4.52188, -1.41450, 3.57697], [-2.06275, -0.86642, 3.06280], [1.93250, -1.97668, 0.98827], [-2.92319, -0.83009, 5.30610], [-1.88118, 3.37048, 1.53350], [2.27308, 4.05557, -2.75569], [3.73461, 1.70320, -5.58751], [1.71855, 2.86827, -3.67055], [4.60291, -3.78842, 1.43920], [1.25638, -4.50426, 1.42653], [1.62010, -4.48473, 2.92432], [-4.01819, 2.29674, 0.95501], [-3.36415, 4.59488, -0.06857], [2.97859, -2.46943, 0.02121], [-2.68154, -3.03807, 4.28039], [4.57940, -0.76189, -4.81179], [-3.86159, 3.84776, 3.32647], [-0.04941, -2.67979, 1.57845], [4.73191, 1.72882, -6.02779], [-5.06565, 2.47951, 0.71504], [-0.11823, 3.63502, -3.20926], [-0.79805, -5.15748, 1.78028], [4.74686, -5.10422, -1.00141], [4.08416, -0.62733, -3.21214], [4.66862, -3.54029, -1.70447], [-4.59547, -0.33464, 3.43421], [2.93197, -0.80002, -4.52543], [2.46687, 3.66886, -1.75468], [-1.91287, -0.86745, 5.70691], [-6.68343, 5.05443, 0.01393], [-3.63223, -3.55527, 4.39167], [-2.07736, 0.22160, 3.12056], [0.49283, -3.04112, -0.06873], [3.77938, 3.84097, -5.81566], [-3.74714, 1.42706, 1.54701], [-4.33358, -1.55852, 0.54164], [1.76971, -5.49518, 3.30603], [2.85687, 3.12182, -7.02854], [-2.64255, 4.23826, -0.80295], [-2.04396, -2.97751, 5.16080], [4.73737, -4.70601, 2.01085], [0.85242, 2.65943, -5.66279], [2.31760, -1.91416, 2.00710], [5.56404, -3.48675, 1.02055], [1.65737, 4.94502, -2.62981], [-3.62907, -1.29818, 5.99333], [-2.06384, -3.56019, 3.55039], [-1.07743, -1.14101, 3.44150], [4.95950, 1.80194, -2.34671], [-1.35353, 2.94358, 0.68118], [-1.43926, 4.30084, 1.88777], [0.92999, -3.97523, 3.59673], [3.78183, -1.73351, -0.03854], [-5.26127, -1.52907, 4.36973], [-4.95613, -3.25403, 2.47387], [3.24069, 4.43400, -3.08736], [-4.93563, 3.78231, -1.29875], [-3.39736, 0.14479, 5.20049], [0.28187, -6.43137, 1.48119], [-2.95008, 5.53596, 0.29156], [-0.19881, -5.31946, 0.09379], [-3.67630, 5.42266, 2.47871], [3.26626, -4.31634, -1.77419], [1.60822, -1.00013, 0.62938], [-5.01672, 4.30129, 2.23110], [-2.08143, -1.08480, 1.99603], [5.95527, 1.66297, -3.93991], [-1.81364, 2.61712, 2.31697], [4.92060, 2.97283, -3.53065], [3.32854, 0.85618, -6.14233], [2.56797, -2.40852, -0.98818], [-4.83658, 5.44513, -1.47416], [-5.83427, -1.76214, 1.88533], [-3.71654, 2.14794, -0.08402], [1.26596, 4.21035, -5.39544], [2.53988, -3.95919, 3.18453], [0.20757, 2.30513, -2.15193], [-0.28173, 1.95628, -3.85819], [4.48987, -2.97395, 2.15581]], "atomic_forces_ev_per_a": [[0.0, -0.1, 0.2], [0.3, 2.3, -6.5], [0.8, -0.6, 0.1], [-0.3, 0.6, 0.6], [-3.8, 7.7, 0.3], [0.9, 0.0, 1.3], [-0.6, 1.1, 1.3], [4.3, -6.6, 2.6], [0.7, -0.5, 4.5], [2.2, 2.0, -0.8], [-1.9, -0.6, 0.1], [0.8, -0.2, 0.1], [-1.6, 1.4, 0.7], [1.8, -1.3, -2.2], [0.1, -1.5, 2.1], [-1.2, 0.2, 0.5], [1.2, -0.7, 0.8], [1.0, -0.6, 0.4], [0.8, -1.4, -0.9], [0.8, 0.5, -0.1], [0.4, 0.7, 0.2], [-0.2, 2.3, -1.9], [0.8, 0.9, -2.0], [1.0, -0.4, -0.4], [-0.7, -1.6, 0.4], [-1.5, -0.7, -0.1], [0.0, 0.1, -0.2], [1.3, -0.8, 0.1], [-1.1, 0.4, -0.9], [-1.3, 1.0, 0.3], [0.4, -0.2, 0.4], [-2.5, 1.5, -0.5], [1.6, -0.6, 0.5], [-0.1, 1.7, -3.0], [-1.3, -0.4, 0.6], [-0.4, 0.7, 0.4], [0.2, 0.5, -0.2], [0.5, 1.2, -0.4], [1.1, -0.3, -0.2], [-0.1, -0.6, 0.1], [0.4, 0.0, 0.8], [-0.3, 0.0, 1.3], [-0.6, -0.2, -0.3], [0.1, 0.5, -0.2], [-0.4, -0.3, -0.4], [-0.3, -0.2, 0.2], [0.4, 0.9, 1.2], [0.1, 0.1, -0.5], [-0.5, 0.6, 0.1], [-0.2, -0.1, 0.1], [-0.1, 0.3, -0.3], [0.1, 0.0, -0.6], [0.3, -0.2, 0.5], [-0.7, -0.1, 0.5], [-0.6, -0.6, 0.1], [-0.3, 0.2, 0.6], [0.1, 0.6, 0.4], [0.4, 0.0, -0.3], [-0.2, -0.1, -0.1], [0.1, -0.5, -0.1], [-0.2, -0.5, 0.0], [-0.5, -0.4, 0.3], [0.0, -0.1, -0.3], [0.5, -0.8, -0.2], [0.2, 0.3, 0.0], [0.0, -0.5, -0.5], [-0.6, -0.4, -0.6], [0.4, -0.5, 0.1], [-0.4, 0.5, -0.6], [0.0, -0.1, 0.0], [0.6, -0.8, 0.0], [-0.1, 0.1, -0.1], [0.0, 0.0, -0.1], [-0.8, -0.1, -0.7], [0.4, -0.4, 0.3], [0.6, -1.0, 0.4], [-0.7, 0.1, 0.3], [0.0, -0.1, -0.3], [-0.6, -0.5, 0.5], [0.8, 0.3, -0.3], [0.0, -0.2, -0.6], [-0.4, 0.1, 0.2], [-0.3, -0.4, 0.1], [0.4, -0.2, -0.3], [-0.2, -1.0, 0.2], [-0.5, -0.1, 0.3], [0.1, 0.5, -0.3], [-0.5, -0.5, 0.2], [-0.2, -0.7, 0.2], [-0.3, 0.2, 0.1], [0.0, 0.1, -0.3], [-0.6, 0.2, -0.1], [-0.3, -0.4, 0.0], [0.4, 0.4, 0.2], [-0.3, -0.4, 0.5], [0.6, -1.0, 0.2], [0.5, 0.4, 0.7], [0.2, 0.0, -0.5], [0.1, -0.3, -0.1], [0.0, 0.0, 0.1], [-1.0, -0.1, 0.0]], "orbital_gap_ev": 4.00, "total_charge": 3}


No. 2
{"formula": "C28H64ClN3O2", "method": "wB97M-V/def2-TZVPD", "elements": ["Cl", "O", "O", "N", "N", "N", "C", "C", "C", "C", "C", "C", "C", "C", "C", "C", "C", "C", "C", "C", "C", "C", "C", "C", "C", "C", "C", "C", "C", "C", "C", "C", "C", "C", "H", "H", "H", "H", "H", "H", "H", "H", "H", "H", "H", "H", "H", "H", "H", "H", "H", "H", "H", "H", "H", "H", "H", "H", "H", "H", "H", "H", "H", "H", "H", "H", "H", "H", "H", "H", "H", "H", "H", "H", "H", "H", "H", "H", "H", "H", "H", "H", "H", "H", "H", "H", "H", "H", "H", "H", "H", "H", "H", "H", "H", "H", "H", "H"], "xyz": [[14.69284, 11.21115, 14.85151], [18.15890, 8.47423, 12.14507], [18.98205, 11.92973, 13.34349], [16.77354, 10.67784, 12.61672], [10.65197, 11.11276, 15.24012], [17.93980, 13.11609, 17.13472], [10.78597, 10.07092, 14.15881], [17.17984, 14.18768, 16.31875], [6.88970, 12.05400, 15.14225], [20.83001, 13.14978, 21.33259], [17.09960, 8.70965, 11.22501], [20.37860, 12.11044, 13.04185], [6.75342, 13.02194, 16.32419], [19.48277, 13.07908, 19.27448], [8.31928, 11.99471, 14.69565], [11.30765, 8.77715, 14.75154], [12.27249, 14.62898, 15.58942], [17.16715, 11.88303, 17.46106], [18.36926, 13.72756, 18.43443], [16.08051, 9.56407, 11.93952], [19.51277, 14.13638, 15.65338], [18.01752, 12.71100, 12.74698], [19.71098, 13.82886, 20.57777], [17.15764, 11.84817, 11.85477], [11.55502, 13.35322, 16.00690], [19.03901, 12.81053, 16.17722], [19.22828, 7.76043, 11.62646], [11.16034, 8.96559, 16.22716], [15.46826, 10.56990, 18.37911], [11.44490, 10.43823, 16.41882], [18.27950, 15.09099, 15.89447], [11.34779, 12.37828, 14.85280], [9.24148, 11.23875, 15.63533], [15.97250, 11.97591, 18.41812], [10.75699, 7.94337, 14.42579], [17.91656, 15.72579, 15.02385], [15.28136, 10.12426, 17.34400], [11.55120, 15.19116, 14.95820], [12.37818, 8.67991, 14.47416], [13.12185, 14.38605, 15.03700], [16.64765, 7.80740, 10.81583], [19.68376, 14.02059, 14.60405], [16.08835, 10.91392, 13.35398], [11.48308, 10.43228, 13.41955], [17.63879, 10.21131, 12.96871], [20.95150, 11.86283, 13.90686], [20.93417, 13.77220, 22.19609], [12.30794, 12.09671, 14.41670], [11.86818, 8.41585, 16.90396], [15.39764, 9.96183, 11.17054], [15.21248, 12.70453, 18.05790], [18.47674, 13.52861, 12.20260], [6.98144, 12.52083, 17.24074], [19.92687, 14.85391, 20.33283], [17.93211, 11.15539, 17.76827], [18.69546, 13.87889, 21.01492], [17.50016, 9.18848, 10.30795], [20.42820, 14.53129, 16.15474], [6.44180, 11.11363, 15.41916], [12.05029, 12.81959, 16.86223], [14.61773, 10.44186, 19.09214], [16.27214, 12.29997, 19.40936], [19.13586, 12.05373, 19.62119], [20.02360, 7.69592, 12.36206], [18.69465, 14.75103, 18.16634], [9.30837, 11.70665, 16.68721], [7.31475, 13.98886, 16.28399], [10.75792, 12.84102, 14.08933], [16.72580, 13.65190, 15.45474], [20.45006, 12.86510, 18.77093], [16.69037, 11.57681, 16.53339], [19.62141, 8.22659, 10.73341], [16.27580, 9.91766, 18.81325], [9.79039, 9.92224, 13.70029], [21.79612, 13.28201, 20.82546], [8.89668, 10.25589, 15.74355], [10.14995, 8.71809, 16.60254], [16.29637, 12.37512, 11.66677], [5.69359, 13.16786, 16.39986], [17.67461, 11.43105, 11.00333], [17.38750, 13.16250, 13.51344], [18.84095, 6.73216, 11.48345], [19.79749, 12.35730, 16.75101], [15.60194, 9.00695, 12.73658], [18.47508, 15.80118, 16.67603], [17.49580, 13.92272, 19.00967], [18.72864, 12.05940, 15.46087], [8.40666, 11.45751, 13.76424], [12.48232, 10.67550, 16.20512], [16.46045, 14.63738, 17.00589], [6.31937, 12.40845, 14.31531], [20.60289, 11.50457, 12.19682], [11.15088, 10.96866, 17.28627], [12.53159, 15.27402, 16.40458], [20.75905, 13.12640, 12.94354], [20.72059, 12.13233, 21.58814], [10.58604, 13.58196, 16.40615], [8.72578, 12.96722, 14.45032]], "atomic_forces_ev_per_a": [[0.2, 0.1, -0.3], [-1.4, 1.3, 0.5], [1.4, -0.5, 1.0], [0.0, -1.4, 0.8], [1.7, -1.1, 0.3], [-1.0, 0.2, 0.0], [-0.9, 0.0, -1.1], [-0.4, -1.4, 0.8], [0.7, 1.2, 0.8], [0.5, 2.2, 0.0], [0.9, 0.0, -0.5], [-0.6, 0.5, 0.3], [-0.4, 0.0, -0.3], [-0.8, -2.2, -0.2], [1.3, -1.1, -0.6], [1.5, 0.6, 0.2], [-2.4, 0.0, -0.2], [-0.4, 0.2, -0.7], [2.1, 1.7, -0.6], [0.2, -0.1, -1.5], [-0.6, 1.3, 0.1], [0.2, 0.6, -0.5], [-1.0, -0.6, -1.5], [1.6, -0.9, 0.4], [0.3, -1.1, 1.2], [0.5, -0.1, 1.2], [0.0, -1.6, 0.1], [0.2, 0.0, 2.6], [-0.3, -2.3, 0.9], [-0.3, 0.4, -1.8], [0.2, 1.1, -1.6], [0.5, 0.4, 0.2], [0.0, 2.5, 2.4], [0.6, 0.9, -1.0], [-0.5, -1.1, -0.6], [0.8, -0.9, 0.8], [-0.1, 1.0, 1.4], [0.7, -0.1, 0.1], [-0.6, -0.2, 0.2], [1.6, -0.2, -1.0], [-0.1, -0.4, 0.4], [0.4, 0.3, -0.6], [0.2, 0.4, 1.0], [0.0, 0.3, -0.3], [-0.5, 0.6, 0.4], [0.2, -1.2, 0.7], [0.3, -0.2, 1.1], [0.0, -0.1, 0.2], [-0.5, 0.2, -0.9], [-0.1, -0.2, 0.7], [0.5, -0.4, 0.0], [-0.1, 0.2, -0.4], [0.6, -0.3, 0.7], [0.5, 0.6, 0.1], [-0.5, 0.1, 0.1], [0.7, -0.2, 0.7], [0.0, 0.2, 0.4], [-0.7, -0.4, -0.4], [0.2, -0.6, 0.1], [0.0, 0.6, -0.9], [0.4, -0.1, -0.9], [-0.1, -0.3, 0.3], [0.3, 0.9, -0.6], [0.0, 0.2, 0.2], [0.2, -0.6, 0.3], [-0.6, -0.6, -1.6], [-0.5, -0.8, -0.3], [-0.4, 0.3, -0.6], [-0.1, 0.3, 0.9], [-0.6, 0.6, -0.1], [0.4, -0.3, -0.4], [0.1, -0.1, -0.5], [-0.7, 0.4, -0.3], [0.6, 0.2, 0.1], [-0.4, -0.2, -0.2], [-0.7, -1.4, 0.3], [0.4, 0.0, -0.3], [-2.0, 1.2, -1.2], [-0.6, 0.8, 0.2], [0.2, 0.6, -0.6], [-0.2, 0.0, 0.2], [0.7, 0.3, -0.5], [1.0, -0.8, 0.7], [-0.4, 0.0, -0.1], [0.3, 0.4, 0.2], [-0.8, -0.3, 0.5], [-0.5, 0.4, -0.2], [-0.2, -0.3, -0.7], [0.2, -0.1, 0.0], [-0.2, -0.1, -0.5], [-0.5, 0.4, -0.7], [0.6, -0.4, -0.6], [-0.4, -0.1, 1.1], [0.1, 0.2, 0.6], [-0.9, 0.5, -0.8], [-0.5, -1.1, 0.3], [-0.7, 0.4, 0.3], [-0.2, 0.5, 0.3]], "orbital_gap_ev": 10.36, "total_charge": 2, "e_above_lowest_kj_mol": 0.00}


Number 1: largest force on an atom 8.6 eV Å⁻¹, E_LUMO -10.3 eV, E_HOMO -14.29 eV. Number 2: largest force on an atom 3.5 eV Å⁻¹, E_LUMO -3.7 eV, E_HOMO -14.05 eV.